Density functional theory data (the ωB97M-V functional and the def2-TZVPD basis) for a 2-piece molecular cluster, C3H10NO2 overall.

**M**: 92.12 g mol⁻¹
**Multiplicity**: 1
**Energy above the lowest of the compared OMol25 structures with the same formula, charge and spin**: 1.120 eV
**Total charge**: -1
**E_tot**: -8857.67438 eV
**HOMO**: -2.95 eV
**Largest force on an atom**: 2.751 eV/Å

Structure (XYZ):
```
16
Properties=species:S:1:pos:R:3:lowdin_charge:R:1
C 1.2010 -0.8962 -0.6922 -0.122
N 0.2450 0.2282 -0.4690 -0.197
C -0.7139 -0.1294 0.6019 -0.238
C 0.0781 0.0233 2.0502 -0.513
O 0.9739 0.9959 1.9344 -0.344
H 2.0894 -0.4636 -1.1392 0.069
H 1.4721 -1.2193 0.3217 0.054
H 0.6533 -1.7083 -1.1549 0.063
H 0.7068 0.9739 0.0798 0.067
H -1.4449 0.6951 0.6089 0.081
H -1.2346 -1.0645 0.3616 0.082
H -0.7648 0.2689 2.7251 0.067
H 0.5171 -0.9952 2.2032 0.062
H -0.6061 0.8495 -2.1167 0.003
H -2.0000 1.3120 -2.4121 0.016
O -1.1726 1.1297 -2.9026 -0.151
```